[1]
Molecular formula: C13H18AlBrCaCl3CsF2N2O11
Method: DFT, ωB97M-V/def2-TZVPD

```
53
Properties=species:S:1:pos:R:3:mulliken_charge:R:1
O 5.130 4.173 -0.760 -0.417
C 4.656 2.977 -0.402 0.892
C 3.530 2.212 -1.373 -0.593
C 2.486 1.353 -0.720 -0.377
C 2.545 1.299 0.950 0.783
O 1.423 1.289 1.693 -0.519
C 4.083 1.287 1.597 0.813
C 4.350 0.313 2.923 -0.814
C 5.645 0.765 3.821 0.542
O 6.483 -0.225 4.219 -0.512
O 5.997 2.132 4.234 -0.450
C 5.124 2.120 0.934 -1.013
H 3.552 2.328 -2.539 0.383
H 1.683 0.761 -1.358 -0.156
H 3.363 0.126 3.552 0.509
H 4.624 -0.753 2.460 0.199
H 6.048 2.084 5.250 0.502
H 6.242 2.137 1.316 0.298
O 3.279 0.605 8.368 -0.649
Cl 4.423 0.137 7.611 1.663
O 4.828 1.159 6.665 -0.744
O 4.065 -1.071 6.893 -0.656
O 5.520 -0.146 8.516 -0.653
Cs 1.163 -0.870 -2.415 1.047
F 4.594 4.714 1.424 -0.675
Al 3.958 2.662 3.331 0.488
O -5.801 2.010 -5.072 -0.390
C -4.913 1.035 -4.832 0.416
C -3.635 1.650 -4.090 -0.269
O -2.733 0.680 -3.880 -0.456
H -4.518 0.490 -5.709 0.256
H -5.249 0.197 -4.196 -0.119
H -4.033 2.165 -3.197 0.261
H -3.315 2.508 -4.707 0.275
Cl -7.048 -1.144 -6.855 -0.167
C -7.829 -2.477 -5.968 -0.422
C -8.038 -2.146 -4.500 -0.477
Cl -6.501 -2.050 -3.605 -0.185
H -7.215 -3.374 -6.095 0.309
H -8.795 -2.655 -6.451 0.303
H -8.634 -2.930 -4.022 0.337
H -8.564 -1.194 -4.372 0.321
Ca 5.023 -0.086 -0.807 1.513
Br 3.464 -2.175 2.652 -0.564
C -2.963 -2.913 1.328 0.666
O -2.642 -2.407 0.265 -0.670
N -2.421 -2.543 2.503 -0.363
N -3.887 -3.886 1.421 -0.383
H -2.672 -2.948 3.389 0.166
H -1.720 -1.814 2.478 0.201
H -4.320 -4.193 0.560 0.219
H -4.165 -4.315 2.288 0.170
F 4.329 0.948 -4.718 -0.838
```

Summary:
largest force on an atom = 9.54 eV/Å
2S+1 = 1
LUMO level = -4.43 eV
frontier orbital gap = 0.1441 hartree

***

[2]
Molecular formula: C39H42F9N3O27
Method: DFT, ωB97M-V/def2-TZVPD

```
120
Properties=species:S:1:pos:R:3:mulliken_charge:R:1
O -13.009 -24.221 -2.300 -0.549
C -12.439 -23.653 -3.177 0.585
O -11.438 -22.685 -3.034 -0.200
C -10.951 -22.385 -4.333 0.105
C -12.209 -22.652 -5.099 0.409
F -11.803 -23.214 -6.220 -0.295
O -12.942 -23.548 -4.408 -0.333
H -10.545 -21.390 -4.514 0.378
H -10.297 -23.185 -4.683 -0.363
H -12.856 -21.800 -5.311 0.360
O -9.482 -25.332 -4.841 -0.131
C -10.013 -26.401 -4.969 0.150
O -10.956 -26.843 -4.148 -0.237
C -11.057 -28.227 -4.199 -0.297
C -10.827 -28.396 -5.652 0.253
F -11.900 -28.085 -6.317 -0.268
O -9.842 -27.329 -5.881 -0.336
H -10.160 -28.612 -3.715 0.112
H -11.967 -28.614 -3.741 0.316
H -10.517 -29.392 -5.969 0.359
O -1.149 -21.821 -8.619 -0.662
C -2.350 -22.060 -8.748 0.577
O -2.880 -22.767 -9.726 -0.282
C -4.271 -22.488 -9.629 -0.245
C -4.498 -22.330 -8.188 0.612
F -4.506 -23.501 -7.495 -0.047
O -3.327 -21.629 -7.865 -0.183
H -4.436 -21.663 -10.322 0.297
H -4.902 -23.305 -9.977 -0.104
H -5.348 -21.760 -7.814 0.052
O -9.404 -28.209 0.713 -0.581
C -9.122 -27.148 0.191 0.531
O -9.462 -26.677 -1.065 -0.196
C -9.142 -25.329 -1.139 0.270
C -7.960 -25.348 -0.218 0.631
F -7.628 -24.101 0.231 -0.179
O -8.393 -26.204 0.776 -0.366
H -8.905 -24.909 -2.117 -0.145
H -9.949 -24.799 -0.634 0.202
H -7.038 -25.709 -0.675 -0.014
O -8.780 -21.048 -2.057 -0.490
C -9.210 -21.017 -0.949 0.722
O -8.805 -21.691 0.130 -0.189
C -9.471 -21.349 1.285 -0.421
C -10.706 -20.623 0.631 0.199
F -10.972 -19.451 1.276 -0.318
O -10.294 -20.388 -0.652 -0.363
H -9.762 -22.167 1.942 0.290
H -8.942 -20.593 1.866 0.266
H -11.609 -21.232 0.579 0.305
O -8.163 -20.892 -7.786 -0.560
C -9.275 -20.314 -7.812 0.702
O -10.124 -20.556 -8.724 -0.325
C -11.287 -19.802 -8.750 -0.376
C -11.138 -19.241 -7.322 0.149
F -11.724 -20.071 -6.441 -0.185
O -9.701 -19.272 -7.179 -0.313
H -11.375 -19.077 -9.559 0.311
H -12.196 -20.404 -8.743 0.277
H -11.491 -18.212 -7.248 0.349
O -2.117 -20.653 2.113 -0.539
C -2.357 -21.749 1.669 0.649
O -2.727 -22.898 2.270 -0.384
C -3.403 -23.726 1.418 -0.315
C -2.924 -23.312 0.058 0.329
F -4.003 -23.127 -0.790 -0.118
O -2.464 -21.983 0.374 -0.318
H -3.110 -24.727 1.736 0.290
H -4.449 -23.466 1.574 0.205
H -2.180 -23.967 -0.397 0.247
O -7.099 -31.140 -2.069 -0.604
C -6.750 -30.020 -2.338 0.548
O -7.406 -29.248 -3.208 -0.310
C -6.537 -28.138 -3.519 0.407
C -5.627 -28.149 -2.258 0.561
F -6.283 -27.462 -1.423 -0.252
O -5.635 -29.481 -1.944 -0.364
H -6.028 -28.365 -4.456 0.158
H -7.174 -27.262 -3.639 -0.429
H -4.634 -27.776 -2.512 0.115
O -6.770 -25.430 -5.644 -0.573
C -6.589 -24.335 -5.055 0.182
O -6.663 -24.020 -3.722 0.217
C -6.346 -22.627 -3.542 0.415
C -6.701 -22.060 -4.945 0.587
F -5.862 -21.023 -5.167 -0.303
O -6.389 -23.217 -5.690 -0.128
H -6.821 -22.101 -2.714 0.024
H -5.266 -22.596 -3.399 -0.287
H -7.698 -21.624 -5.014 -0.148
C -2.441 -21.803 -3.828 -0.296
C -1.645 -22.856 -3.411 -0.045
C -0.900 -23.185 -4.522 -1.109
N -1.194 -22.277 -5.486 0.136
C -2.144 -21.529 -5.096 -0.965
H -3.259 -21.253 -3.387 0.651
H -1.438 -23.341 -2.469 0.341
H -0.198 -23.984 -4.715 0.446
H -0.776 -22.114 -6.391 0.246
H -2.591 -20.802 -5.759 0.558
C -5.170 -25.677 -11.575 -0.495
C -5.926 -25.657 -10.435 -0.660
C -5.157 -25.979 -9.318 -0.951
N -3.804 -25.981 -9.738 0.145
C -3.818 -25.856 -11.097 -0.467
H -5.470 -25.478 -12.593 0.382
H -7.001 -25.690 -10.530 0.474
H -5.583 -26.035 -8.327 0.893
H -2.980 -26.017 -9.154 0.235
H -2.917 -25.766 -11.686 0.403
C -3.620 -27.400 -5.335 -0.451
C -2.989 -26.397 -4.609 0.154
C -1.924 -26.829 -3.855 -0.865
N -1.982 -28.165 -4.037 0.084
C -3.017 -28.544 -4.853 -1.277
H -4.372 -27.130 -6.062 0.768
H -3.228 -25.344 -4.593 0.553
H -1.293 -26.272 -3.179 0.427
H -1.312 -28.801 -3.627 0.186
H -3.061 -29.579 -5.161 0.420
```

Summary:
largest force on an atom = 6.32 eV/Å
2S+1 = 1
LUMO level = 0.13 eV
frontier orbital gap = 0.2978 hartree
ΔE to the lowest compared entry with this formula, charge and spin = 133.6 kcal/mol

***

[3]
Molecular formula: H4NS
Method: DFT, ωB97M-V/def2-TZVPD

```
6
Properties=species:S:1:pos:R:3:nbo_charge:R:1
N 0.975 -0.073 0.908 -1.102
H 0.642 -0.999 0.635 0.355
H 0.307 0.605 0.524 0.399
H 1.796 0.076 0.326 0.337
S -1.485 0.564 -1.618 -1.071
H -2.236 -0.173 -0.775 0.082
```

Summary:
largest force on an atom = 0.57 eV/Å
total charge = -1
2S+1 = 1
LUMO level = 4.88 eV
frontier orbital gap = 0.2731 hartree
ΔE to the lowest compared entry with this formula, charge and spin = 1.0 kcal/mol

***

[4]
Molecular formula: C6H10O
Method: DFT, ωB97M-V/def2-TZVPD

```
17
Properties=species:S:1:pos:R:3:nbo_charge:R:1
C -1.856 1.378 -0.104 -0.653
C -0.546 0.663 -0.017 0.047
C 0.568 1.120 0.549 -0.233
C 1.394 -0.089 0.250 0.081
O 2.700 0.111 -0.218 -0.716
C 0.148 -0.635 -0.562 -0.233
C -0.309 -1.988 -0.132 -0.604
H -2.330 1.206 -1.114 0.221
H -1.600 2.420 0.094 0.225
H -2.533 1.087 0.712 0.224
H 1.024 2.030 0.913 0.194
H 1.535 -0.561 1.218 0.145
H 3.042 0.979 0.158 0.469
H 0.215 -0.686 -1.640 0.217
H -0.629 -1.992 0.837 0.201
H 0.367 -2.769 -0.221 0.216
H -1.191 -2.275 -0.724 0.200
```

Summary:
largest force on an atom = 3.00 eV/Å
2S+1 = 1
LUMO level = 0.94 eV
frontier orbital gap = 0.3680 hartree
ΔE to the lowest compared entry with this formula, charge and spin = 47.1 kcal/mol

***

[5]
Molecular formula: C15H18AuB2N10
Method: DFT, ωB97M-V/def2-TZVPD

```
46
Properties=species:S:1:pos:R:3:mulliken_charge:R:1
Au 0.604 -0.186 -0.135 1.068
C 1.534 -0.727 -4.448 -0.945
C 1.951 -0.682 -3.117 -0.309
N 0.915 -0.439 -2.321 -0.379
N -0.180 -0.326 -3.107 0.342
C 0.175 -0.498 -4.391 -0.112
B -1.569 -0.037 -2.513 0.105
N -1.475 1.343 -1.774 0.676
C -0.618 2.328 -1.957 -0.568
C -0.913 3.343 -1.012 0.248
C -2.091 2.829 -0.355 -0.577
N -2.396 1.645 -0.791 -0.844
N -1.931 -1.101 -1.466 0.610
C -2.992 -1.917 -1.420 -0.066
C -2.884 -2.728 -0.307 -1.006
C -1.690 -2.338 0.293 -0.329
N -1.131 -1.357 -0.411 -0.672
H 2.135 -0.908 -5.321 0.421
H 2.939 -0.814 -2.709 0.319
H -0.566 -0.448 -5.171 0.461
H -2.392 -0.021 -3.379 -0.067
H 0.176 2.272 -2.684 0.429
H -0.601 4.374 -1.064 0.611
H -2.668 3.300 0.425 0.470
H -3.753 -1.860 -2.180 0.459
H -3.565 -3.493 0.017 0.423
H -1.207 -2.723 1.176 0.552
B 1.024 2.820 1.143 -0.078
N 0.275 1.919 2.097 0.365
C -0.258 2.247 3.291 -0.162
C -0.909 1.145 3.800 -0.925
C -0.722 0.153 2.835 -0.219
N -0.013 0.628 1.821 -0.433
N 2.307 2.203 0.614 0.619
C 3.539 2.746 0.608 -0.016
C 4.429 1.820 0.112 -1.040
C 3.648 0.702 -0.177 -0.290
N 2.377 0.946 0.126 -0.698
H 1.190 3.919 1.574 -0.067
H 0.203 2.985 0.085 -0.057
H -0.131 3.240 3.688 0.461
H -1.432 1.062 4.735 0.411
H -1.075 -0.865 2.829 0.349
H 3.691 3.749 0.970 0.461
H 5.491 1.931 -0.014 0.420
H 3.941 -0.257 -0.572 0.581
```

Summary:
largest force on an atom = 0.13 eV/Å
total charge = +1
2S+1 = 3
LUMO level (alpha / beta) = -1.99 / -5.30 eV
frontier orbital gap (alpha / beta) = 0.3409 / 0.2635 hartree
expectation value of S² = 2.008
ΔE to the lowest compared entry with this formula, charge and spin = 0.0 kcal/mol

***

[6]
Molecular formula: C27H34BrF4NO18S
Method: DFT, ωB97M-V/def2-TZVPD

```
86
Properties=species:S:1:pos:R:3:mulliken_charge:R:1
C -1.661 2.642 -0.805 -0.868
C -0.233 2.571 -0.009 0.057
C -0.365 1.486 1.190 -0.670
Br -1.744 2.183 2.434 -0.069
C 1.037 1.078 1.866 1.553
C 2.373 1.618 1.103 -1.137
O 2.477 0.789 -0.104 0.085
O 2.983 1.520 -1.141 -0.505
O 1.113 -0.369 1.513 -0.556
S 0.206 -1.174 2.707 1.158
O -1.247 -1.393 2.305 -0.700
O 0.674 -2.572 2.990 -0.530
O 0.186 -0.037 3.950 -0.425
C 1.146 0.987 3.483 0.764
C 1.166 2.400 4.307 -1.369
N -0.016 2.503 5.263 -0.548
C 2.548 0.318 4.028 -1.144
C 2.311 -0.421 5.447 0.647
C 1.923 0.290 6.765 -0.280
C 1.683 -0.582 8.051 -0.568
C 1.828 -2.137 8.065 -0.543
C 2.240 -2.850 6.754 0.401
C 2.413 -4.437 6.569 -0.867
C 2.470 -1.972 5.503 -0.359
H -2.010 3.728 -0.937 0.253
H -1.469 2.252 -1.887 0.156
H -2.451 1.950 -0.362 0.344
H -0.055 3.580 0.499 0.355
H 0.539 2.291 -0.798 -0.081
H -0.819 0.546 0.694 0.539
H 3.329 1.422 1.694 0.474
H 2.335 2.735 0.876 0.301
H 2.496 1.177 -1.937 0.271
H 1.060 3.254 3.554 0.366
H 2.094 2.522 4.952 0.517
H 0.380 2.958 6.113 0.273
H -0.639 3.226 4.860 0.250
H 2.905 -0.526 3.318 0.380
H 3.409 1.073 4.058 0.506
H 1.807 1.419 6.824 0.131
H 1.360 -0.076 9.034 0.278
H 1.628 -2.791 8.981 0.326
H 3.443 -4.828 6.856 0.294
H 1.538 -4.971 7.067 0.302
H 2.301 -4.632 5.433 0.098
H 2.770 -2.474 4.510 0.128
O -2.234 1.718 -3.783 -0.535
C -2.887 2.655 -4.144 0.620
O -3.753 2.623 -5.195 -0.311
C -4.419 3.879 -5.211 -0.320
C -3.455 4.762 -4.488 0.320
F -4.105 5.733 -3.803 -0.284
O -2.849 3.886 -3.559 -0.216
H -5.378 3.787 -4.693 0.260
H -4.604 4.212 -6.234 0.145
H -2.688 5.210 -5.126 0.274
O 6.603 -0.640 -4.928 -0.511
C 5.561 -0.958 -4.438 0.637
O 5.442 -1.785 -3.361 -0.312
C 4.065 -1.802 -3.012 -0.152
C 3.404 -1.414 -4.295 0.276
F 2.260 -0.721 -4.064 -0.234
O 4.343 -0.544 -4.892 -0.294
H 3.885 -1.081 -2.210 0.104
H 3.760 -2.792 -2.670 0.264
H 3.199 -2.251 -4.968 0.235
O 3.575 -6.615 0.837 -0.532
C 2.430 -6.361 1.078 0.614
O 1.919 -5.098 1.116 -0.238
C 0.516 -5.232 1.300 -0.202
C 0.403 -6.583 1.928 0.363
F -0.755 -7.190 1.574 -0.292
O 1.480 -7.298 1.355 -0.315
H 0.017 -5.176 0.328 0.235
H 0.127 -4.441 1.941 0.136
H 0.502 -6.582 3.018 0.256
O -6.355 4.584 -7.994 -0.516
C -6.547 3.428 -8.253 0.668
O -7.761 2.915 -8.595 -0.304
C -7.543 1.557 -8.952 -0.441
C -6.273 1.237 -8.230 0.338
F -5.540 0.327 -8.914 -0.288
O -5.580 2.469 -8.235 -0.279
H -7.442 1.478 -10.038 0.276
H -8.374 0.928 -8.630 0.276
H -6.413 0.899 -7.199 0.289
```

Summary:
largest force on an atom = 7.00 eV/Å
2S+1 = 1
LUMO level = 0.23 eV
frontier orbital gap = 0.3261 hartree
ΔE to the lowest compared entry with this formula, charge and spin = 105.6 kcal/mol

***

[7]
Molecular formula: C49H42GeN7O2S2Sc
Method: DFT, ωB97M-V/def2-TZVPD

```
104
Properties=species:S:1:pos:R:3:mulliken_charge:R:1
Sc -0.219 0.742 0.937 -2.098
C 4.467 5.176 0.698 -1.608
C 3.685 4.041 1.302 0.663
C 4.235 2.764 1.429 -0.953
C 3.496 1.696 1.896 0.253
C 2.148 1.831 2.278 0.484
N 1.305 0.788 2.606 0.186
C 1.698 -0.210 3.468 0.749
C 2.810 -0.108 4.315 -0.545
C 3.208 -1.118 5.186 -1.245
C 2.475 -2.286 5.288 0.492
C 2.846 -3.379 6.255 -1.577
C 1.327 -2.390 4.504 -0.463
C 0.922 -1.410 3.601 0.198
N -0.232 -1.631 2.858 0.414
C -0.805 -2.834 2.557 -0.277
C -1.947 -2.684 1.870 -1.394
C -2.139 -1.209 1.592 0.452
N -1.053 -0.576 2.382 -0.554
C 1.625 3.132 2.170 -0.457
C 2.364 4.201 1.681 -0.404
N 0.285 3.404 2.604 0.294
C -0.128 4.409 3.402 -0.108
C -1.480 4.252 3.600 -1.543
C -1.808 3.093 2.872 -0.613
N -0.737 2.597 2.284 0.763
H 5.537 4.966 0.717 0.391
H 4.301 6.113 1.235 0.361
H 4.186 5.343 -0.346 0.264
H 5.255 2.591 1.101 0.281
H 3.934 0.707 1.914 0.532
H 3.397 0.799 4.272 0.308
H 4.095 -0.976 5.796 0.284
H 3.887 -3.282 6.571 0.367
H 2.727 -4.370 5.810 0.337
H 2.228 -3.357 7.158 0.281
H 0.700 -3.268 4.618 0.474
H -0.292 -3.747 2.824 0.335
H -2.593 -3.474 1.522 0.622
H -3.126 -0.843 1.912 0.174
H 1.874 5.162 1.565 0.484
H 0.578 5.132 3.775 0.493
H -2.132 4.874 4.188 0.409
H -2.754 2.597 2.736 0.640
O 3.725 0.036 -1.079 -0.834
C 3.584 0.854 -2.143 0.284
C 4.630 0.893 -3.063 -0.670
C 4.562 1.712 -4.179 -0.321
C 3.436 2.504 -4.385 -0.852
C 2.397 2.463 -3.470 -0.589
C 2.437 1.650 -2.335 0.129
C 1.327 1.638 -1.367 1.231
O 1.388 0.759 -0.356 -0.437
N 0.302 2.405 -1.563 -0.914
N -0.694 2.198 -0.650 1.253
C -1.809 2.919 -0.887 -0.233
S -1.896 4.149 -2.142 -0.205
C -3.547 4.739 -1.620 -0.561
C -3.906 4.134 -0.260 -0.751
S -3.368 2.414 -0.277 -0.041
H 2.870 0.102 -0.575 0.335
H 5.489 0.260 -2.875 0.424
H 5.383 1.728 -4.887 0.354
H 3.365 3.145 -5.255 0.395
H 1.511 3.070 -3.610 0.561
H -4.279 4.430 -2.367 0.241
H -3.532 5.830 -1.570 0.369
H -4.984 4.179 -0.085 0.393
H -3.380 4.660 0.541 0.208
C -1.754 -0.738 0.169 0.892
Ge -1.845 -2.054 -1.211 1.343
C -0.420 -3.374 -1.568 -0.093
C -0.070 -4.390 -0.674 0.113
C 0.923 -5.315 -0.973 -0.783
C 1.609 -5.236 -2.177 -0.470
C 1.289 -4.230 -3.075 -0.724
C 0.285 -3.315 -2.773 -0.395
C -3.502 -3.157 -1.088 -0.335
C -3.546 -4.549 -1.122 -0.046
C -4.745 -5.244 -0.981 -0.565
C -5.932 -4.548 -0.804 -0.442
C -5.911 -3.159 -0.772 -0.583
C -4.710 -2.476 -0.910 -0.418
C -2.107 -1.172 -2.952 -0.931
C -2.641 -1.864 -4.043 -0.157
C -2.850 -1.233 -5.262 -0.752
C -2.523 0.111 -5.412 -0.502
C -1.997 0.813 -4.338 -0.470
C -1.798 0.174 -3.117 0.237
H -0.576 -4.455 0.279 0.283
H 1.172 -6.088 -0.254 0.380
H 2.395 -5.946 -2.407 0.347
H 1.827 -4.144 -4.012 0.378
H 0.061 -2.532 -3.486 0.277
H -2.630 -5.112 -1.268 0.289
H -4.749 -6.328 -1.008 0.380
H -6.868 -5.083 -0.690 0.326
H -6.833 -2.605 -0.634 0.380
H -4.707 -1.390 -0.871 0.432
H -2.906 -2.913 -3.938 0.404
H -3.268 -1.788 -6.095 0.352
H -2.684 0.607 -6.363 0.343
H -1.747 1.863 -4.429 0.402
H -1.398 0.738 -2.285 0.188
```

Summary:
largest force on an atom = 0.62 eV/Å
total charge = -2
2S+1 = 1
LUMO level (alpha / beta) = 4.13 / 3.99 eV
frontier orbital gap (alpha / beta) = 0.1323 / 0.1667 hartree
ΔE to the lowest compared entry with this formula, charge and spin = 0.0 kcal/mol